[1]
ORCA calculation (ωB97M-V/def2-TZVPD) on a molecular structure, C33H55PPtSe2.

Geometry as XYZ:
```
92
Properties=species:S:1:pos:R:3:mulliken_charge:R:1
Pt -0.2907 -1.2951 -0.4600 0.753
C -2.3503 -4.8136 0.3754 -1.136
Se -1.0554 -3.8712 -0.7383 0.340
C -2.2654 -3.5244 -2.2384 -0.835
C -1.5120 -3.0220 -3.4570 -0.812
Se 0.1074 -1.9936 -3.0027 0.375
C -0.0196 -0.6321 -4.3842 -0.742
H -3.1825 -4.1702 0.6397 0.351
H -1.8357 -5.2018 1.2476 0.429
H -2.6749 -5.6415 -0.2542 0.490
H -3.0357 -2.8285 -1.9094 0.329
H -2.7471 -4.4768 -2.4611 0.642
H -2.1334 -2.3752 -4.0736 0.508
H -1.1391 -3.8412 -4.0699 0.530
H 0.0800 -1.1809 -5.3208 0.585
H 0.8205 0.0447 -4.2703 0.005
H -0.9733 -0.1159 -4.3385 0.363
C 1.8771 4.8068 -2.7714 -1.332
C 1.9957 3.5108 -3.6444 0.629
C 3.4178 3.3385 -4.1628 -1.719
C 1.4782 2.4363 -2.7785 -0.046
C 0.0728 2.2628 -2.6382 -0.892
C -0.4541 1.4009 -1.7381 -0.818
C -1.9440 1.2305 -1.6689 0.267
C -2.6951 2.5214 -1.2791 -1.367
C -2.3854 0.1654 -0.6982 -1.593
C 0.4336 0.6832 -0.7506 1.198
C 1.8609 0.6027 -1.2265 -1.137
C 2.3346 1.5193 -2.1066 -0.720
C 2.7542 -0.5560 -0.8606 0.819
C 4.1080 -0.1435 -0.2491 -1.568
C 2.0564 -1.6215 -0.0302 0.532
C 0.2142 1.5374 0.5532 0.640
C 0.5703 2.8796 0.5210 -0.087
C 0.2123 3.7468 1.5454 -1.108
C -0.5538 3.2898 2.6062 -1.245
C -0.8696 1.9419 2.6838 -0.790
C -0.4714 1.0512 1.6827 0.613
P -0.4439 -0.7242 1.9951 0.079
C 1.0543 -0.8795 3.2211 1.159
C 0.5532 -0.2385 4.5367 -1.373
C 2.2880 -0.0450 2.8271 -1.396
C 1.4777 -2.3330 3.4666 -1.446
C -2.0062 -1.5454 2.7143 2.708
C -3.1678 -1.4709 1.7175 -1.486
C -1.6435 -3.0167 2.9867 -1.878
C -2.5418 -0.9326 4.0261 -1.754
H 2.1828 5.6423 -3.3999 0.517
H 2.5547 4.7576 -1.9177 0.325
H 0.8588 4.9916 -2.4291 0.378
H 1.2924 3.6379 -4.4746 0.478
H 4.1518 3.3567 -3.3553 0.417
H 3.6562 4.1698 -4.8240 0.460
H 3.5390 2.4203 -4.7393 0.427
H -0.5807 2.8526 -3.2725 0.726
H -2.2649 0.9514 -2.6785 0.648
H -2.3862 2.8600 -0.2889 0.307
H -3.7717 2.3492 -1.2728 0.483
H -2.4986 3.3147 -1.9977 0.456
H -2.3185 0.4746 0.3335 0.021
H -1.9373 -0.9467 -0.8373 0.280
H -3.3966 -0.2054 -0.8957 0.671
H 3.3780 1.4956 -2.3956 0.633
H 2.9894 -1.0287 -1.8224 0.353
H 3.9894 0.5640 0.5671 0.451
H 4.7374 0.3137 -1.0100 0.475
H 4.6451 -1.0207 0.1146 0.438
H 1.8989 -1.4099 1.0114 -1.287
H 2.5781 -2.5909 -0.0587 0.715
H 1.1963 -2.1663 -0.6470 -0.015
H 1.1171 3.2806 -0.3223 0.320
H 0.5097 4.7863 1.4962 0.516
H -0.8785 3.9682 3.3842 0.535
H -1.4015 1.5809 3.5520 0.496
H 0.5928 0.8472 4.4918 0.590
H 1.2650 -0.5585 5.3013 0.572
H -0.4276 -0.5469 4.8730 -0.088
H 2.0519 0.8766 2.2942 0.054
H 3.0412 -0.6129 2.2907 0.574
H 2.7700 0.2501 3.7603 0.620
H 0.7820 -2.8737 4.0991 0.446
H 2.4296 -2.3089 4.0001 0.517
H 1.6359 -2.9056 2.5494 0.091
H -2.9365 -1.9241 0.7530 -0.268
H -3.5381 -0.4559 1.5837 0.400
H -3.9939 -2.0397 2.1465 0.775
H -0.9764 -3.4506 2.2389 0.178
H -2.5670 -3.5959 3.0047 0.616
H -1.1809 -3.1418 3.9604 0.234
H -2.7586 0.1319 3.9614 0.416
H -1.9121 -1.1381 4.8842 0.508
H -3.4928 -1.4316 4.2233 0.480
```

**Energy relative to the best compared isomer or geometry (same formula, charge and spin)**: 0.0 kJ/mol
**Kohn-Sham gap**: 6.0 eV
**LUMO energy**: -14.3 eV
**Spin multiplicity**: 1
**Net charge**: +4
**E_HOMO**: -20.3 eV

[2]
ORCA calculation (ωB97M-V/def2-TZVPD) on a molecular structure, H16KrO8.

Geometry as XYZ:
```
25
Properties=species:S:1:pos:R:3:nbo_charge:R:1
Kr 1.2481 6.3440 -6.4088 0.002
O 3.1899 5.3169 -3.7129 -0.950
H 2.4916 5.5400 -3.0975 0.475
H 3.9318 5.0775 -3.1575 0.488
O -1.3622 7.4898 -9.1644 -0.961
H -1.3444 6.5863 -8.8487 0.489
H -2.1235 7.5267 -9.7434 0.459
O 0.2601 10.1210 -6.0517 -0.953
H -0.5758 9.6597 -6.1208 0.455
H 0.6535 9.7854 -5.2462 0.484
O -1.5070 4.8642 -8.1210 -0.956
H -0.9790 4.1018 -8.3581 0.482
H -1.5456 4.8415 -7.1648 0.487
O 1.9103 3.2745 -5.0611 -0.977
H 0.9703 3.4518 -5.0264 0.472
H 2.3206 4.1317 -4.9464 0.480
O -0.7829 4.0114 -4.9510 -0.951
H -1.2298 4.5798 -4.3238 0.482
H -1.1290 3.1372 -4.7717 0.484
O 0.4600 8.7634 -3.8242 -0.938
H 0.9407 8.2027 -3.2152 0.475
H -0.4617 8.5796 -3.6432 0.477
O 4.0956 7.8096 -5.3398 -0.943
H 4.2368 8.3831 -4.5864 0.459
H 3.7920 6.9850 -4.9601 0.479
```

**Energy relative to the best compared isomer or geometry (same formula, charge and spin)**: 60.0 kJ/mol
**Kohn-Sham gap**: 9.8 eV
**LUMO energy**: -0.6 eV
**Spin multiplicity**: 1
**E_HOMO**: -10.4 eV

[3]
ORCA calculation (ωB97M-V/def2-TZVPD) on a molecular structure, C48H40N3O8PPtS2Se.

Geometry as XYZ:
```
104
Properties=species:S:1:pos:R:3:mulliken_spin:R:1
Pt -1.1883 -0.0197 -0.0141 1.260
O 2.6312 -0.4534 2.3704 0.002
C 2.9876 -0.1526 1.2876 0.027
O 2.0021 0.1374 0.2723 0.061
C 4.3436 -0.0100 0.7104 0.002
C 5.5175 -0.0743 1.4407 0.000
C 6.7144 0.1007 0.7613 0.000
C 6.7282 0.3396 -0.6120 0.000
C 5.5464 0.4030 -1.3410 0.000
C 4.3580 0.2161 -0.6578 0.001
P 2.6597 0.2430 -1.1953 0.026
C 2.2266 -1.2397 -2.0602 0.015
C 1.3649 -2.1522 -1.4496 0.049
C 1.0513 -3.3307 -2.1105 0.023
C 1.6003 -3.6002 -3.3564 0.011
C 2.4764 -2.6984 -3.9531 -0.010
C 2.7951 -1.5171 -3.3086 0.015
C 2.2421 1.7798 -1.9345 -0.010
C 2.2655 1.9229 -3.3228 0.003
C 2.0793 3.1809 -3.8730 0.000
C 1.8582 4.2726 -3.0425 0.001
C 1.8149 4.1180 -1.6618 -0.001
C 2.0114 2.8708 -1.0953 0.002
H 5.4891 -0.2446 2.5091 0.000
H 7.6490 0.0598 1.3040 0.000
H 7.6734 0.4861 -1.1177 0.000
H 5.5668 0.6026 -2.4051 0.000
H 0.9380 -1.9525 -0.4738 -0.079
H 0.3759 -4.0397 -1.6486 0.005
H 1.3581 -4.5261 -3.8619 0.001
H 2.9159 -2.9234 -4.9158 0.000
H 3.4884 -0.8255 -3.7732 -0.001
H 2.4217 1.0683 -3.9698 0.000
H 2.1043 3.3100 -4.9470 0.000
H 1.7109 5.2532 -3.4766 0.000
H 1.6246 4.9715 -1.0250 0.000
H 1.9590 2.7427 -0.0215 0.000
O -0.8167 1.3381 1.6432 0.054
S -1.8043 1.7279 2.7566 0.004
C -3.2012 0.5337 2.6686 0.011
C -3.5695 -0.2872 3.8998 0.003
C -2.7131 -1.5417 4.1049 -0.002
C -3.0013 -2.6499 3.0810 -0.005
S -1.5921 -3.0374 2.0168 0.027
O -1.0081 -1.6795 1.6208 0.023
C -0.4786 -3.6781 3.2432 0.003
C -0.7669 -4.9016 3.8386 0.001
C 0.1263 -5.4220 4.7594 0.000
C 1.2966 -4.7333 5.0620 0.000
C 1.5754 -3.5231 4.4453 0.000
C 0.6849 -2.9850 3.5226 0.007
C -0.9794 1.3122 4.2708 0.004
C -1.4584 1.8610 5.4525 0.000
C -0.8132 1.5522 6.6407 0.000
C 0.3070 0.7304 6.6305 0.000
C 0.7935 0.2205 5.4326 0.000
C 0.1491 0.5114 4.2388 -0.001
H -2.9219 -0.1077 1.8340 0.018
H -4.0356 1.1558 2.3459 0.003
H -4.6170 -0.5772 3.7869 0.001
H -3.5271 0.3253 4.8006 0.000
H -2.8932 -1.9304 5.1064 0.001
H -1.6568 -1.2756 4.0635 0.001
H -3.8095 -2.3945 2.3900 0.003
H -3.2627 -3.5987 3.5519 0.002
H -1.6704 -5.4474 3.5907 0.000
H -0.0870 -6.3687 5.2373 0.000
H 1.9941 -5.1497 5.7768 0.000
H 2.4888 -2.9906 4.6781 0.000
H 0.8844 -2.0409 3.0360 -0.008
H -2.3124 2.5295 5.4502 0.000
H -1.1750 1.9670 7.5719 0.000
H 0.8116 0.5018 7.5601 0.000
H 1.6774 -0.4045 5.4231 0.000
H 0.5097 0.1322 3.2928 0.004
O -2.8611 1.3613 -0.5928 0.193
C -2.1092 1.9475 -1.4206 -0.005
O -0.8828 1.6104 -1.4977 0.154
C -2.6487 2.9965 -2.3194 0.028
C -1.8926 3.4166 -3.4086 0.008
C -2.3925 4.3804 -4.2659 0.004
C -3.6428 4.9047 -4.0009 -0.002
C -4.4136 4.5066 -2.9271 0.001
C -3.9074 3.5353 -2.0793 0.005
N -4.1799 5.9437 -4.9156 0.000
O -5.2839 6.3721 -4.6780 0.000
O -3.4691 6.2937 -5.8307 0.000
H -0.9145 2.9846 -3.5755 -0.002
H -1.8407 4.7304 -5.1260 0.000
H -5.3869 4.9490 -2.7731 0.000
H -4.4824 3.1926 -1.2298 0.001
Se -3.1176 -2.6141 -1.2143 0.223
N -1.8106 -1.3397 -1.5639 0.475
C -1.5661 -1.3816 -2.8815 0.226
C -0.6708 -0.5583 -3.5701 -0.139
C -0.4948 -0.7090 -4.9883 0.015
C -1.1888 -1.6444 -5.6696 0.160
C -2.1276 -2.5068 -4.9839 0.306
C -2.3160 -2.3801 -3.6169 -0.001
N -3.1806 -3.1409 -2.9254 0.469
H -0.1400 0.2113 -3.0286 0.316
H 0.1925 -0.0555 -5.5092 0.013
H -1.0597 -1.7523 -6.7380 0.007
H -2.7009 -3.2474 -5.5256 -0.008
```

**Kohn-Sham gap (spin up / spin down)**: 6.3 / 6.0 eV
**LUMO energy (spin up / spin down)**: -5.3 / -7.5 eV
**Spin multiplicity**: 5
**Net charge**: +2
**E_HOMO (spin up / spin down)**: -11.7 / -13.5 eV

[4]
ORCA calculation (ωB97M-V/def2-TZVPD) on a gas-phase ion, C2HF3NO3S (charge -1) in a non-equilibrium geometry.

Geometry as XYZ:
```
11
Properties=species:S:1:pos:R:3:nbo_charge:R:1
O -3.3977 -0.9684 -1.2538 -1.003
S -3.3347 0.3739 -1.8051 2.473
O -3.5717 0.3893 -3.2399 -1.006
O -3.9477 1.3977 -1.0073 -0.988
N -1.6182 0.8162 -1.9377 -0.643
C -0.8290 0.2532 -0.9909 0.509
F -1.3794 -0.5449 -0.0681 -0.303
C 0.6271 0.2765 -0.8300 0.493
F 1.2231 -0.8714 -1.3461 -0.347
F 0.9703 0.3589 0.4785 -0.332
H 1.1294 1.0694 -1.2810 0.147
```

**Energy relative to the best compared isomer or geometry (same formula, charge and spin)**: 0.0 kJ/mol
**Kohn-Sham gap**: 8.9 eV
**LUMO energy**: 3.6 eV
**Structure (SMILES)**: O=S(=O)([O-])/N=C(\F)C(F)F
**Spin multiplicity**: 1
**Net charge**: -1
**E_HOMO**: -5.3 eV

Number 1: molar mass 835.775 g/mol. Number 2: molar mass 227.920 g/mol. Number 3: molar mass 1156.007 g/mol. Number 4: molar mass 176.095 g/mol.